{"formula": "C27H24Cl2CuN4OS2", "method": "ωB97M-V/def2-TZVPD", "total_charge": -2, "homo_ev": [0.602, -0.716], "spin_multiplicity": 2, "elements": ["Cu", "C", "S", "C", "S", "N", "N", "C", "C", "C", "C", "C", "C", "N", "H", "H", "H", "H", "H", "H", "H", "H", "Cl", "C", "C", "C", "Cl", "C", "C", "C", "C", "N", "C", "C", "O", "H", "H", "H", "H", "C", "C", "C", "C", "C", "C", "C", "C", "C", "C", "H", "H", "H", "H", "H", "H", "H", "H", "H", "H", "H", "H"], "coordinates": [[0.135388, -0.756020, -0.572628], [-4.779291, -1.748038, 2.659252], [-3.236535, -2.632874, 2.996288], [-2.126435, -2.069098, 1.631662], [-2.721360, -1.987265, 0.029610], [-0.935748, -1.891411, 2.121775], [0.076433, -1.579657, 1.237952], [1.271942, -1.566127, 1.840555], [2.433896, -1.243039, 1.118806], [3.755455, -1.442928, 1.622225], [4.831944, -1.280430, 0.796658], [4.626862, -0.909629, -0.559510], [3.321262, -0.662278, -0.962244], [2.257654, -0.766744, -0.170853], [-5.589004, -2.242972, 3.204198], [-4.704595, -0.708449, 2.984121], [-4.962580, -1.796408, 1.584297], [1.322596, -1.858316, 2.886247], [3.880724, -1.759795, 2.653525], [5.838474, -1.445825, 1.168098], [5.453659, -0.800367, -1.251261], [3.107737, -0.345348, -1.983401], [1.012020, -1.116819, -5.512924], [-0.059738, -0.027044, -4.664007], [-0.788977, 0.903921, -5.406843], [-1.661546, 1.760302, -4.789374], [-2.591272, 2.890504, -5.774065], [-1.829502, 1.737509, -3.384323], [-2.741521, 2.533467, -2.660065], [-2.814329, 2.409094, -1.304728], [-1.937207, 1.541707, -0.611271], [-1.082985, 0.801480, -1.271635], [-1.051423, 0.827412, -2.628513], [-0.174328, -0.164605, -3.261898], [0.398916, -1.044690, -2.578804], [-0.668521, 0.937761, -6.481693], [-3.385954, 3.224161, -3.186324], [-3.549477, 2.989429, -0.760163], [-2.838152, 0.677281, 1.068444], [-0.612896, 2.189538, 2.760941], [-1.865328, 2.471206, 1.917267], [-1.677913, 3.869487, 1.283310], [-1.954992, 1.293921, 0.879386], [-3.124294, 2.516756, 2.788942], [-4.387831, 2.513280, 2.192580], [-5.547009, 2.594509, 2.946979], [-5.476752, 2.673442, 4.334997], [-4.233578, 2.660667, 4.944167], [-3.073391, 2.585769, 4.177862], [0.256769, 2.149905, 2.099318], [-0.688796, 1.220580, 3.263961], [-0.436075, 2.973321, 3.505891], [-0.966275, 3.828868, 0.453306], [-1.291370, 4.561655, 2.038498], [-2.614709, 4.285734, 0.909301], [-1.117932, 0.624106, 1.064457], [-4.470757, 2.406471, 1.115878], [-6.512151, 2.575988, 2.449685], [-6.380579, 2.726641, 4.930310], [-4.159859, 2.688271, 6.025086], [-2.117786, 2.560417, 4.686931]], "forces_ev_per_a": [[-0.10, -0.06, 0.28], [0.20, -0.06, -0.12], [0.19, 0.14, -0.10], [-0.04, -0.11, 0.17], [-0.11, 0.00, 0.15], [-0.15, 0.02, -0.08], [0.18, -0.01, 0.67], [-0.20, -0.07, -0.20], [-0.05, 0.05, -0.08], [-0.02, 0.04, -0.04], [-0.09, 0.05, -0.08], [-0.05, 0.01, 0.05], [-0.02, 0.08, 0.17], [0.25, -0.16, 0.06], [0.13, 0.01, -0.05], [-0.06, 0.01, -0.04], [-0.05, 0.04, 0.01], [0.07, -0.03, 0.01], [0.00, 0.01, -0.04], [-0.01, -0.02, 0.03], [-0.06, 0.00, 0.02], [0.00, -0.04, 0.10], [-0.03, 0.03, 0.01], [-0.13, 0.16, -0.15], [0.10, -0.10, 0.17], [-0.05, 0.05, -0.02], [0.03, -0.05, 0.08], [0.14, -0.16, -0.02], [0.05, -0.01, 0.04], [-0.10, 0.08, 0.21], [-0.05, 0.17, 0.45], [0.22, -0.22, -0.75], [-0.11, 0.21, -0.21], [0.00, 0.01, -0.03], [0.10, -0.02, -0.54], [0.00, -0.02, 0.00], [-0.04, 0.00, -0.03], [0.07, -0.01, 0.04], [-0.01, 0.01, 0.07], [0.02, -0.02, -0.02], [0.08, 0.00, -0.06], [-0.01, -0.12, -0.04], [-0.31, 0.31, 0.04], [0.09, 0.01, -0.03], [-0.04, -0.04, -0.03], [-0.03, 0.01, 0.03], [0.01, 0.00, -0.10], [0.01, -0.02, -0.06], [0.00, 0.01, 0.09], [-0.05, -0.02, 0.05], [0.03, 0.06, -0.06], [0.00, -0.06, -0.05], [-0.02, 0.00, 0.10], [-0.05, -0.03, -0.03], [0.02, -0.05, -0.07], [0.00, -0.08, -0.01], [0.03, 0.03, 0.06], [0.08, 0.00, 0.04], [0.00, -0.02, -0.02], [0.02, 0.02, 0.00], [-0.07, -0.01, -0.05]], "mulliken_charge": [-0.31, -0.56, -0.18, 0.27, -0.55, -1.05, 0.70, -0.37, 0.73, -1.10, -0.10, -0.93, 0.00, -0.04, 0.34, 0.01, 0.21, 0.26, 0.32, 0.36, 0.35, 0.32, -0.27, 0.12, -0.64, 0.56, -0.33, 0.63, -1.59, 0.04, 0.94, -0.46, 0.21, 0.25, -0.77, 0.41, 0.38, 0.25, 0.37, -2.68, 2.98, -2.02, -0.11, -0.23, 0.31, -0.98, -0.40, -0.83, -0.36, 0.48, 0.53, 0.60, 0.38, 0.49, 0.38, -0.85, 0.11, 0.38, 0.37, 0.36, 0.30]}


{"formula": "C27H24Cl2FNO2P", "method": "ωB97M-V/def2-TZVPD", "total_charge": 1, "homo_ev": -11.441, "elements": ["Cl", "C", "N", "F", "C", "Cl", "C", "C", "C", "H", "H", "H", "C", "C", "O", "C", "C", "P", "C", "C", "C", "C", "C", "C", "C", "C", "C", "C", "C", "C", "C", "C", "C", "C", "C", "C", "O", "H", "H", "H", "H", "H", "H", "H", "H", "H", "H", "H", "H", "H", "H", "H", "H", "H", "H", "H", "H", "H"], "coordinates": [[-0.855436, 3.877354, -2.990359], [0.668948, 4.508621, -2.559982], [1.533370, 3.576879, -2.197836], [0.562609, 0.856922, -0.954190], [2.680148, 4.012421, -1.689768], [3.712471, 2.774439, -1.126582], [3.039389, 5.372741, -1.622543], [2.154747, 6.331669, -2.130896], [0.939805, 5.878925, -2.609674], [3.997867, 5.598953, -1.174742], [2.423358, 7.387543, -2.153561], [0.171641, 6.522382, -3.033870], [5.006764, 0.764139, 1.767311], [3.544542, 1.010909, 1.972050], [2.896987, 0.167153, 1.018146], [1.577869, 0.348679, 1.008442], [0.918681, -0.262269, -0.236553], [-0.590859, -1.232105, 0.115339], [-1.877227, -0.625299, -0.982693], [-2.878364, -1.486103, -1.460075], [-3.843338, -0.991502, -2.330458], [-3.837231, 0.352795, -2.703098], [-2.882871, 1.225063, -2.189225], [-1.949836, 0.726960, -1.310600], [-0.491222, -2.989880, -0.202086], [-1.276305, -3.870500, 0.567451], [-1.458371, -5.194857, 0.173815], [-0.864407, -5.654676, -1.004166], [-0.038750, -4.805891, -1.748445], [0.155381, -3.483198, -1.347789], [-1.136890, -1.037816, 1.811055], [-2.325759, -0.372564, 2.141182], [-2.802894, -0.432618, 3.452002], [-2.097580, -1.138230, 4.429494], [-0.909671, -1.801037, 4.096621], [-0.430357, -1.753216, 2.791011], [1.002797, 1.064491, 1.810309], [5.565182, 1.358987, 2.481357], [5.253922, -0.285293, 1.931940], [5.327830, 1.054245, 0.763724], [3.207045, 0.726906, 2.960234], [3.275090, 2.036916, 1.735899], [1.648157, -0.750066, -0.887284], [-2.885959, -2.527221, -1.155486], [-4.602449, -1.662936, -2.729138], [-4.571220, 0.759320, -3.387938], [-2.851216, 2.275115, -2.455563], [-1.239626, 1.426999, -0.911342], [-1.758102, -3.521788, 1.474272], [-2.066912, -5.862834, 0.786818], [-1.039933, -6.679782, -1.332568], [0.452782, -5.187806, -2.646196], [0.797007, -2.822748, -1.922683], [-2.861687, 0.179460, 1.369565], [-3.731240, 0.081026, 3.704437], [-2.473054, -1.172689, 5.457136], [-0.358888, -2.358030, 4.850583], [0.473276, -2.295068, 2.517224]], "forces_ev_per_a": [[-0.75, 0.11, -0.45], [1.06, 0.16, 0.05], [0.20, 0.52, 0.63], [0.37, 0.15, -0.20], [-0.80, 1.24, -0.67], [0.62, -0.28, 0.25], [0.02, -0.76, 0.10], [0.46, -0.71, 0.17], [-0.84, -0.23, -0.28], [-0.07, 0.28, -0.12], [-0.11, -0.31, 0.06], [0.29, 0.04, 0.23], [0.44, 0.05, 0.12], [0.86, 0.00, -0.09], [-1.37, -0.49, -0.65], [0.26, 1.06, 1.25], [0.97, 0.61, -0.18], [-1.72, -0.18, 0.21], [-0.43, 0.12, -0.09], [0.30, 0.08, -0.11], [-0.12, -0.02, 0.02], [0.10, 0.23, -0.05], [-0.56, -0.55, -0.06], [0.43, 0.57, 0.20], [0.27, -0.85, -0.12], [0.04, 0.07, -0.05], [0.16, 0.11, -0.19], [0.05, 0.20, 0.14], [0.01, -0.01, 0.06], [-0.18, -0.03, 0.15], [-0.07, -0.25, 0.47], [0.29, -0.15, -0.08], [0.12, 0.06, -0.03], [0.05, 0.01, -0.15], [-0.04, 0.17, -0.12], [-0.25, 0.19, 0.13], [0.11, -1.22, -1.40], [0.19, 0.09, 0.11], [0.00, 0.04, -0.03], [-0.08, -0.06, 0.10], [-0.08, 0.16, 0.25], [-0.11, 0.09, 0.24], [-0.04, -0.56, 0.45], [-0.04, 0.04, -0.19], [0.16, 0.17, 0.14], [-0.09, -0.27, -0.03], [-0.20, -0.20, 0.05], [-0.21, 0.05, 0.08], [0.01, -0.01, -0.13], [0.18, 0.25, -0.23], [0.12, 0.29, 0.08], [-0.15, 0.22, 0.30], [-0.09, -0.13, -0.11], [0.02, -0.15, 0.25], [0.29, -0.15, -0.04], [0.14, -0.01, -0.43], [-0.12, 0.12, -0.12], [-0.09, 0.05, 0.14]], "mulliken_charge": [-0.19, 0.38, -0.27, -0.29, 0.35, -0.13, -0.51, -0.30, -0.49, 0.39, 0.41, 0.39, -1.20, -0.29, -0.23, -0.08, 0.58, 2.26, -0.18, -0.57, -0.85, -0.57, -0.84, 0.21, 0.30, -0.35, -0.73, -0.46, -0.79, -0.32, 0.12, -0.44, -0.76, -0.49, -0.82, -0.05, -0.57, 0.40, 0.33, 0.25, 0.35, 0.37, 0.47, 0.37, 0.42, 0.41, 0.35, 0.59, 0.35, 0.41, 0.40, 0.40, 0.39, 0.43, 0.42, 0.40, 0.43, 0.46]}


{"formula": "C27H24MnN6O2", "method": "ωB97M-V/def2-TZVPD", "total_charge": 3, "homo_ev": [-17.043, -17.020], "spin_multiplicity": 5, "elements": ["Mn", "C", "O", "C", "N", "C", "C", "C", "C", "C", "C", "C", "C", "C", "C", "C", "C", "N", "C", "N", "C", "C", "O", "C", "C", "C", "C", "C", "C", "H", "H", "H", "H", "H", "H", "H", "H", "H", "H", "H", "H", "H", "H", "H", "H", "H", "H", "H", "N", "C", "C", "N", "C", "C", "N", "H", "H", "H", "H", "H"], "coordinates": [[-0.007175, -0.421189, 0.057154], [4.254319, 0.297863, -0.147536], [3.477757, 1.570382, -0.019341], [2.245532, 1.235877, 0.077085], [1.938493, -0.030567, 0.141762], [3.204386, -0.821216, 0.081976], [3.205616, -1.882776, -0.985320], [2.523651, -1.715558, -2.185284], [2.589949, -2.692284, -3.170868], [3.349073, -3.834731, -2.960103], [4.045851, -3.996864, -1.770033], [3.973443, -3.023524, -0.782013], [1.143537, 2.226461, 0.090757], [1.186225, 3.602734, 0.121325], [-0.034123, 4.287078, 0.141182], [-1.246360, 3.589841, 0.130267], [-1.189161, 2.213729, 0.095746], [-0.019482, 1.570266, 0.076616], [-2.280085, 1.210620, 0.075685], [-1.956452, -0.046519, -0.030357], [-3.203597, -0.859707, 0.019486], [-4.275850, 0.236812, 0.262660], [-3.516863, 1.525637, 0.185107], [-3.154932, -1.925522, 1.081380], [-2.425354, -1.754235, 2.252727], [-2.439033, -2.735490, 3.236885], [-3.191354, -3.886439, 3.051647], [-3.930930, -4.054583, 1.888042], [-3.910587, -3.077442, 0.901718], [5.045542, 0.334197, 0.593518], [4.662143, 0.298456, -1.154549], [3.336577, -1.274873, 1.064854], [1.975791, -0.797439, -2.393117], [2.072469, -2.552022, -4.110902], [3.414039, -4.590018, -3.731733], [4.653940, -4.877581, -1.612932], [4.520811, -3.157080, 0.145240], [2.134514, 4.124843, 0.123361], [-0.039786, 5.369591, 0.166415], [-2.200456, 4.100680, 0.155280], [-3.330746, -1.312196, -0.964199], [-4.703344, 0.202651, 1.260666], [-5.052583, 0.282090, -0.493175], [-1.883097, -0.828182, 2.442862], [-1.889588, -2.590040, 4.157654], [-3.216945, -4.645427, 3.821888], [-4.528556, -4.945260, 1.748539], [-4.487056, -3.218660, -0.006299], [1.330902, -5.330171, 1.598108], [0.688614, -4.525043, 0.747908], [0.683653, -3.121229, 0.900458], [0.016629, -2.381770, 0.019162], [-0.642295, -2.944104, -1.006229], [-0.600619, -4.325563, -1.130848], [0.045490, -5.098155, -0.280998], [1.799390, -4.995724, 2.421981], [1.290877, -6.326103, 1.439906], [1.202062, -2.625557, 1.710358], [-1.173685, -2.311407, -1.703684], [-1.111681, -4.811357, -1.953747]], "forces_ev_per_a": [[0.04, 0.00, 0.05], [-0.08, 0.13, 0.01], [0.08, -0.23, -0.01], [0.04, 0.18, 0.02], [-0.27, -0.09, -0.13], [-0.04, 0.16, 0.04], [0.02, -0.03, 0.07], [-0.03, 0.13, -0.13], [-0.01, 0.04, 0.04], [0.03, -0.04, -0.01], [0.01, 0.02, 0.03], [-0.07, -0.13, 0.03], [0.01, -0.23, 0.05], [-0.04, 0.15, -0.05], [0.02, -0.09, 0.00], [0.02, 0.13, 0.04], [-0.02, -0.22, -0.06], [0.01, -0.01, 0.02], [-0.07, 0.26, -0.02], [0.32, -0.11, 0.06], [0.07, 0.16, 0.01], [0.06, 0.13, 0.00], [-0.07, -0.27, 0.01], [-0.05, -0.02, -0.04], [0.02, 0.10, 0.15], [0.01, 0.05, -0.04], [-0.02, -0.04, 0.00], [0.01, 0.00, -0.02], [0.05, -0.12, -0.02], [-0.01, 0.02, 0.02], [0.01, 0.00, -0.01], [0.12, -0.03, -0.01], [0.00, -0.03, 0.02], [0.00, 0.01, 0.01], [0.00, 0.00, 0.00], [0.00, 0.00, 0.00], [0.00, 0.01, -0.01], [-0.02, 0.03, 0.02], [0.00, 0.00, 0.00], [0.02, 0.03, -0.02], [-0.12, -0.03, 0.01], [-0.01, 0.00, 0.01], [0.01, 0.03, -0.02], [-0.02, -0.03, 0.00], [0.00, 0.01, 0.00], [0.00, 0.00, 0.00], [0.00, 0.00, 0.00], [0.00, 0.01, 0.01], [-0.02, 0.04, -0.04], [0.09, -0.25, 0.14], [-0.11, 0.02, -0.13], [-0.04, 0.16, -0.05], [0.10, -0.08, 0.06], [0.01, -0.15, -0.04], [-0.05, 0.19, -0.05], [0.00, 0.00, 0.00], [0.00, 0.00, 0.01], [-0.01, 0.01, 0.02], [0.02, 0.01, -0.01], [0.00, -0.02, 0.00]], "mulliken_charge": [0.27, -0.45, -0.40, 0.45, -0.12, -0.56, 0.45, -0.24, -0.90, -0.56, -0.75, -0.44, 0.34, -0.43, -0.46, -0.41, 0.29, -0.11, 0.39, 0.00, -0.54, -0.42, -0.40, 0.51, -0.25, -0.90, -0.56, -0.73, -0.53, 0.36, 0.39, 0.75, 0.48, 0.49, 0.48, 0.48, 0.51, 0.60, 0.51, 0.60, 0.69, 0.39, 0.36, 0.51, 0.49, 0.48, 0.47, 0.51, -0.38, 0.19, -0.34, 1.20, -0.29, -0.93, -0.50, 0.21, 0.28, 0.41, 0.54, 0.53]}


| no. | F_max (eV Å⁻¹) | E (Eh) |
| --- | --- | --- |
| 1 | 0.82 | -4694.84180 |
| 2 | 1.86 | -2609.88649 |
| 3 | 0.34 | -2672.39150 |